one | Entry from the OMol25 dataset: a structure of composition C27H40NOSiTe2Tl (wB97M-V/def2-TZVPD).

```
73
Properties=species:S:1:pos:R:3:mulliken_spin:R:1
Tl 0.1162 -0.6421 -1.6052 0.030
Te 2.7492 2.0083 -0.2906 0.244
Te -1.8000 1.4023 0.3950 -0.002
Si -3.0672 -4.1801 0.0789 -0.001
O 2.0274 -2.1867 -0.6962 0.030
N 2.1567 -0.0482 -0.0589 0.532
C 5.4343 6.3081 -1.0616 0.003
C 2.4724 1.8263 2.8145 0.014
C 0.7333 4.4039 0.5877 0.008
C -2.4968 -5.3762 -1.2722 0.000
C -2.1828 -2.5908 -0.0012 -0.004
C 5.5707 5.6434 0.1465 0.005
C 2.9536 4.0692 -2.8533 0.015
C 6.1763 7.5883 -1.3452 -0.001
C 0.5794 3.6874 5.5390 0.000
C -2.9063 1.2578 -1.4413 0.001
C -2.2771 3.5698 0.3875 0.000
C 5.0858 3.7852 1.7422 0.014
C 4.5822 5.7622 -2.0149 0.007
C 3.9715 3.9563 -0.5258 0.140
C 1.0877 3.2825 4.1811 0.000
C 4.2468 -1.2973 -0.4620 0.012
C 3.8606 4.5997 -1.7689 0.009
C 3.4342 0.6736 2.7773 -0.009
C -1.6268 -1.4960 -0.0528 0.006
C 1.1995 3.6131 1.7797 -0.023
C 1.9557 2.2082 4.0473 -0.003
C -2.8580 -5.0729 1.7352 0.000
C 4.8644 4.4722 0.4177 -0.044
C 2.0925 2.5359 1.6650 0.024
C -4.9178 -3.8483 -0.1632 0.000
C 0.7224 3.9719 3.0369 0.001
C 2.7290 -1.1783 -0.3970 -0.014
H 0.2822 3.7335 -0.1472 -0.010
H -1.8083 -5.3131 1.9169 0.000
H -0.0885 4.5458 5.4701 0.000
H -5.0859 -3.2991 -1.0920 0.000
H 4.5141 -2.2739 -0.8606 0.003
H -2.4888 1.9632 -2.1576 -0.001
H -5.5043 -4.7697 -0.2031 0.000
H 0.0356 2.8672 6.0117 0.000
H 4.4811 6.2610 -2.9753 0.002
H 0.0333 4.8069 3.1145 -0.001
H 2.2434 1.6505 4.9332 0.000
H 6.0195 4.1156 2.2003 0.001
H -3.9526 1.4980 -1.2628 0.000
H -0.0084 5.1472 0.8812 0.000
H 2.9348 -0.2053 2.3716 0.001
H 4.6836 -1.1814 0.5306 -0.004
H -3.3597 3.7005 0.4063 0.000
H -5.3010 -3.2363 0.6561 0.000
H -2.8273 0.2442 -1.8271 0.000
H 6.7691 7.5004 -2.2580 0.000
H 6.2477 6.0404 0.8978 0.000
H 3.8044 0.4446 3.7773 0.001
H 4.2817 0.8913 2.1257 0.006
H -3.0814 -6.2992 -1.2587 0.000
H 1.9135 4.0499 -2.5222 -0.003
H -2.6000 -4.9253 -2.2615 0.000
H 6.8455 7.8417 -0.5230 0.000
H 1.4091 3.9554 6.1964 0.000
H 4.6442 -0.5095 -1.1036 0.003
H 5.4789 8.4170 -1.4850 0.000
H 1.5668 4.9162 0.1062 -0.001
H -1.4452 -5.6381 -1.1375 0.000
H -3.4259 -6.0061 1.7585 0.000
H 3.2239 3.0464 -3.1224 0.001
H -1.8764 4.0814 -0.4882 0.000
H -1.8537 4.0217 1.2854 0.000
H 3.0212 4.6895 -3.7478 0.000
H 5.1217 2.7044 1.6010 0.005
H -3.2048 -4.4470 2.5601 0.000
H 4.2704 3.9956 2.4369 0.000
```

Properties
HOMO level (spin up / spin down): -0.1579 / -0.1731 Eh
2S+1: 2
molecular weight: 882.29 g/mol
net charge: -1


two | Entry from the OMol25 dataset: a structure of composition C27H40NOSiTe2Tl (wB97M-V/def2-TZVPD).

```
73
Properties=species:S:1:pos:R:3:mulliken_spin:R:1
Tl -1.3893 1.5048 3.1355 0.050
Te 1.8648 2.1088 1.8261 -0.002
Te -0.6663 -1.0382 -0.4179 0.297
Si -3.1118 5.7214 0.2225 0.000
O -3.5557 0.2224 2.5285 0.021
N -1.7469 -0.2606 1.2999 0.470
C -3.0379 -0.3269 1.5167 -0.028
C -4.5061 6.4530 1.2518 0.000
C 3.8245 -2.7820 3.8470 0.000
C 3.1132 -1.8683 1.6078 0.002
C -0.0541 -0.5741 -3.6174 0.015
C 0.4423 -2.4001 2.1400 -0.001
C -1.7949 7.0482 -0.0093 0.000
C 0.7977 -1.7739 0.9368 0.019
C -0.0107 -2.5336 -1.9942 0.155
C -0.1037 -4.5468 -0.4462 0.009
C -2.4076 4.2638 1.0252 0.006
C 2.1522 -1.5244 0.6606 -0.009
C 2.6333 -0.9021 -0.6205 0.012
C -0.9615 -2.7891 2.5107 0.003
C 1.7303 4.1385 1.1873 0.000
C 1.4398 -2.7164 3.0574 -0.003
C 2.7765 -2.4472 2.8205 0.002
C 0.2435 -2.0098 -3.2713 -0.008
C -1.9301 3.2763 1.5753 0.001
C 0.2312 -3.8856 -1.7560 -0.049
C 0.7965 -4.6734 -2.7611 0.002
C 1.7328 -5.0073 -5.0780 0.000
C 3.9683 1.9881 1.4506 0.000
C 0.8015 -2.8216 -4.2504 0.006
C 1.1048 -4.1561 -4.0070 0.001
C -3.9565 -1.0738 0.5635 0.044
C -3.8004 5.3189 -1.4811 0.000
H 4.3023 1.0005 1.7513 0.000
H -4.9351 7.3287 0.7603 0.000
H -5.2998 5.7209 1.4004 0.000
H 1.8735 -6.0313 -4.7331 0.000
H -1.5858 -2.9402 1.6313 0.003
H 4.4856 2.7407 2.0387 0.000
H 1.1129 -5.0350 -5.9765 0.000
H 2.3981 -1.5284 -1.4792 -0.005
H 0.7038 4.4532 1.3545 0.000
H 2.7090 -4.6136 -5.3685 0.000
H 1.9613 4.2060 0.1284 0.000
H -0.9990 6.6785 -0.6564 0.000
H 0.7373 -4.5070 0.2487 0.000
H 3.7134 -0.7605 -0.5851 0.000
H -1.3433 7.3257 0.9428 0.000
H -4.1472 6.7534 2.2363 0.000
H -3.6735 -2.1272 0.5125 -0.011
H 1.1515 -3.1894 3.9916 0.000
H 0.6043 0.1102 -3.0791 -0.004
H -0.9423 -3.7124 3.0936 0.000
H 0.0735 -0.4067 -4.6866 0.000
H 2.4134 4.7522 1.7678 0.000
H 1.0086 -2.4011 -5.2297 0.001
H -2.2139 7.9472 -0.4654 0.000
H -0.3617 -5.5945 -0.6052 0.001
H 4.7959 -2.3805 3.5615 0.000
H -0.9457 -4.0499 0.0347 0.007
H -4.5604 4.5405 -1.4262 0.000
H 4.1694 2.1321 0.3929 0.000
H 3.9291 -3.8623 3.9677 0.000
H -4.2473 6.2038 -1.9396 0.000
H -3.8757 -0.6595 -0.4422 -0.004
H 2.1595 0.0704 -0.7806 -0.007
H 0.9909 -5.7223 -2.5594 0.001
H -1.0755 -0.3010 -3.3514 0.003
H -4.9811 -0.9824 0.9174 0.003
H -3.0078 4.9584 -2.1365 0.000
H -1.4347 -2.0093 3.1078 -0.004
H 4.1574 -1.6725 1.3861 0.000
H 3.5595 -2.3681 4.8207 0.000
```

Properties
HOMO level (spin up / spin down): -0.1452 / -0.1613 Eh
2S+1: 2
molecular weight: 882.29 g/mol
net charge: -1


Least stable structure: one


one | Entry from the OMol25 dataset: a cluster of 2 separate species, C12H16N2O in total (wB97M-V/def2-TZVPD).

```
31
Properties=species:S:1:pos:R:3:lowdin_charge:R:1
O 2.8288 -0.9616 3.0728 0.024
N 2.6179 0.4681 1.4701 0.159
N 0.0549 1.7542 -1.5639 0.084
C -1.3106 1.8251 2.0202 -0.047
C -1.1734 -0.1310 -2.7103 -0.015
C 2.4747 -0.7508 1.9338 -0.617
C 1.7742 -1.8191 1.0463 -0.130
C 0.0992 2.0859 -0.1859 -0.099
C -2.6408 -1.3068 -1.1420 -0.087
C -2.1553 -1.0413 -2.4917 -0.080
C -0.9231 1.5285 0.5707 -0.224
C 1.4791 -1.5271 -0.4964 -0.068
C -0.8176 0.7133 -1.5819 -0.247
C -2.4166 -0.4744 -0.0941 -0.036
C -1.5092 0.5596 -0.3579 -0.148
H 3.2247 1.0276 2.0899 0.135
H 0.7887 2.9123 0.0015 0.115
H -2.3474 1.6326 2.0455 0.040
H -2.3552 -1.6750 -3.2655 0.065
H -0.9415 2.9735 2.1028 0.120
H -3.2459 -2.1847 -1.1804 0.088
H 0.7729 -1.9982 1.6527 0.141
H 2.4118 -2.7901 1.1657 0.133
H 0.5403 -1.9758 -0.8116 0.065
H 0.5639 2.0879 -2.3532 0.146
H -2.7863 -0.8535 0.8259 0.106
H 1.6665 -0.3620 -0.5673 0.082
H -0.6829 0.1101 -3.6052 0.089
H -0.6694 1.2364 2.8546 0.119
H 2.2618 -1.9407 -1.0229 0.025
H 2.4160 0.8773 0.5778 0.066
```

Properties
HOMO level: -0.3005 Eh
molecular weight: 204.27 g/mol
net charge: 0
SMILES: Cc1c[nH]c2ccccc12.CCC(N)=O


two | Entry from the OMol25 dataset: a cluster of 2 separate species, C12H16N2O in total (wB97M-V/def2-TZVPD).

```
31
Properties=species:S:1:pos:R:3:lowdin_charge:R:1
O -1.6841 -3.5062 -0.8714 0.041
N 1.0126 1.6419 -1.5270 0.083
N 0.2117 -2.2977 -0.7792 0.172
C -1.8452 -1.2157 -0.1299 -0.156
C -1.1533 2.3693 1.3404 -0.096
C 0.3768 1.7292 -0.3219 -0.244
C 1.0917 0.9346 0.5771 -0.166
C 0.6223 0.8169 1.9010 -0.026
C -0.7917 2.4192 0.0166 -0.025
C -0.4719 1.5611 2.2672 -0.101
C 3.3532 -0.3116 0.5789 -0.036
C 2.1393 0.8698 -1.3970 -0.057
C -3.3345 -1.1852 -0.5222 -0.080
C 2.2279 0.3927 -0.1239 -0.249
C -1.1291 -2.4497 -0.6320 -0.553
H 4.2741 0.2581 0.5199 0.077
H 3.1776 -0.3134 1.6549 0.069
H -1.7394 -1.1634 0.9530 0.117
H 0.7238 -1.4602 -0.5316 0.067
H 1.0681 0.1631 2.6426 0.109
H 2.6984 0.5698 -2.2705 0.125
H 0.7144 2.1773 -2.3228 0.155
H 3.5135 -1.3310 0.2424 0.073
H -1.3403 -0.3490 -0.5450 0.087
H -3.5638 -0.2756 -1.0744 0.063
H -1.3881 2.9287 -0.7315 0.111
H -0.8645 1.5210 3.2749 0.100
H -2.0265 2.9114 1.6785 0.100
H 0.7823 -3.0964 -1.0007 0.107
H -4.0063 -1.2462 0.3266 0.069
H -3.5284 -1.9745 -1.2416 0.066
```

Properties
HOMO level: -0.3043 Eh
molecular weight: 204.27 g/mol
net charge: 0
SMILES: Cc1c[nH]c2ccccc12.CCC(N)=O


three | Entry from the OMol25 dataset: a cluster of 2 separate species, C12H16N2O in total (wB97M-V/def2-TZVPD).

```
31
Properties=species:S:1:pos:R:3:lowdin_charge:R:1
O 2.6819 2.5506 -2.3914 0.055
N 0.5517 2.0441 -1.8219 0.144
N 0.0171 -1.2377 -1.0047 0.069
C -3.6840 -0.7771 -1.1723 -0.043
C -2.2571 -0.9740 -0.7503 -0.224
C -1.2249 -1.0927 -1.6352 -0.079
C -0.2867 -1.2951 0.3625 -0.227
C 0.6170 -1.4934 1.4087 -0.051
C -1.6610 -1.0819 0.5513 -0.135
C 3.5942 2.0211 0.4229 -0.092
C 0.1593 -1.5123 2.6928 -0.084
C -2.1345 -1.2690 1.8637 -0.032
C -1.2435 -1.3849 2.8879 -0.098
C 2.2913 1.5589 -0.2043 -0.190
C 1.9051 2.1625 -1.5476 -0.538
H -3.2024 -1.2020 2.0394 0.109
H -4.0260 -1.3351 -2.0419 0.076
H 1.6225 -1.6797 1.0343 0.113
H -3.8060 0.2431 -1.5592 0.079
H 3.6946 1.7318 1.4651 0.069
H 0.8952 -1.6013 3.4781 0.100
H 4.4555 1.6235 -0.1077 0.072
H -1.5558 -1.4361 3.9258 0.099
H -0.1358 1.5486 -1.2627 0.086
H 0.7196 -1.7621 -1.5128 0.153
H -1.1951 -1.1502 -2.7135 0.123
H 3.6755 3.1023 0.3454 0.077
H 2.1148 0.4770 -0.2658 0.091
H 1.4650 1.7220 0.5106 0.113
H -4.3139 -0.9540 -0.3042 0.071
H 0.2663 2.4532 -2.6930 0.096
```

Properties
HOMO level: -0.3021 Eh
molecular weight: 204.27 g/mol
net charge: 0
SMILES: Cc1c[nH]c2ccccc12.CCC(N)=O


Least stable structure: one


one | Entry from the OMol25 dataset: the ion C4H9NO2 with charge +1 (wB97M-V/def2-TZVPD).

```
16
Properties=species:S:1:pos:R:3:mulliken_spin:R:1
O 2.0249 -0.4780 0.8545 0.141
O 1.0985 -0.4736 -2.2410 0.196
N -0.6873 0.1556 -1.0225 0.562
C 1.0011 0.4318 0.6618 0.138
C -0.2573 -0.3897 0.2213 0.008
C 0.0226 0.0428 -2.2359 -0.077
C -1.4143 -0.3229 1.2400 0.017
H 1.3063 1.1680 -0.0789 0.002
H -2.2327 -0.9503 0.8823 0.000
H 0.0314 -1.4183 0.0298 0.009
H 2.8786 -0.0742 0.6261 -0.003
H -1.0325 -0.7733 2.1577 0.001
H 0.7666 0.9849 1.5800 0.035
H -1.3122 0.9585 -0.9606 -0.023
H -0.4748 0.4408 -3.1195 -0.004
H -1.7190 0.6979 1.4050 -0.002
```

Properties
HOMO level (spin up / spin down): -0.5814 / -0.5630 Eh
2S+1: 2
molecular weight: 103.12 g/mol
net charge: +1


two | Entry from the OMol25 dataset: the ion C4H9NO2 with charge +1 (wB97M-V/def2-TZVPD).

```
16
Properties=species:S:1:pos:R:3:mulliken_spin:R:1
O 1.8813 -1.4429 0.3766 0.172
O -1.2835 -0.1799 -1.6576 0.242
N 0.8887 -0.1742 -1.2203 0.735
C -0.4866 -0.0274 -0.7741 -0.070
C -0.7447 0.2617 0.6862 -0.004
C -2.1246 0.8603 0.8972 -0.005
C 2.0434 -0.2463 -0.3705 -0.041
H 1.8102 -2.2254 -0.1916 -0.011
H -2.0568 1.9424 0.9123 0.001
H 0.0480 0.9137 1.0596 -0.003
H 2.9653 -0.2888 -0.9459 0.006
H -0.5721 -0.7154 1.1428 -0.011
H -2.8087 0.5335 0.1252 0.001
H 0.9964 -0.3297 -2.2268 -0.037
H 2.0555 0.5560 0.3595 0.026
H -2.6119 0.5623 1.8276 0.001
```

Properties
HOMO level (spin up / spin down): -0.6001 / -0.5940 Eh
2S+1: 2
molecular weight: 103.12 g/mol
net charge: +1


Least stable structure: one